{"formula": "C3H12NO2", "method": "wB97M-V/def2-TZVPD", "gap_ha": 0.403, "relative_energy_kj_mol": 171.6, "lumo_ha": -0.12001, "total_charge": 1, "e_homo_ev": -14.2, "elements": ["C", "C", "C", "N", "H", "H", "H", "H", "H", "H", "H", "H", "H", "H", "O", "H", "H", "O"], "coordinates": [[0.63326, -2.07267, -1.44170], [0.96867, -1.47169, -0.08061], [2.23256, -1.05209, 0.15874], [-0.26688, -0.87260, 0.65377], [0.16335, -1.29970, -2.07991], [-0.06161, -2.93971, -1.39225], [1.50274, -2.37141, -1.94942], [2.49300, -0.54064, 1.16672], [2.95515, -1.00879, -0.70048], [-0.98588, -1.61105, 0.74533], [0.16259, -0.51595, 1.51057], [-0.71805, -0.03972, 0.29704], [-1.63406, 2.06612, 0.17192], [-2.80755, 1.09129, 0.42237], [-1.98329, 1.05205, 0.03702], [-0.30548, 3.81954, 0.34418], [-1.29721, 4.26145, 1.33136], [-1.05131, 3.50557, 0.80535]], "nbo_charge": [-0.668, 0.142, -0.369, -0.721, 0.236, 0.238, 0.249, 0.222, 0.259, 0.443, 0.438, 0.478, 0.527, 0.486, -1.004, 0.488, 0.506, -0.948]}


{"formula": "C3H8NO", "method": "wB97M-V/def2-TZVPD", "gap_ha": 0.251, "relative_energy_kj_mol": 209.8, "lumo_ha": 0.16543, "total_charge": -1, "e_homo_ev": -2.3, "elements": ["C", "O", "H", "H", "H", "C", "C", "N", "H", "H", "H", "H", "H"], "coordinates": [[-1.17627, 0.40058, 1.78464], [-1.41833, -0.33865, 0.68703], [-0.57813, 1.33540, 1.68790], [-0.80008, -0.17111, 2.84495], [-2.17044, 0.84117, 1.97087], [1.28835, -1.10151, -0.88341], [0.14327, 0.82187, -1.47001], [1.09619, 0.00293, -1.79545], [1.90775, -1.85881, -1.47244], [1.80167, -0.77257, -0.04850], [0.31380, -1.47063, -0.60377], [-0.24027, 1.44987, -2.29235], [-0.16749, 0.86145, -0.40948]], "nbo_charge": [-0.196, -0.971, 0.071, 0.034, 0.106, -0.456, -0.070, -0.471, 0.157, 0.182, 0.249, 0.143, 0.223]}


{"formula": "C5H14OS", "method": "wB97M-V/def2-TZVPD", "gap_ha": 0.340, "relative_energy_kj_mol": 30.2, "lumo_ha": 0.03219, "smiles": "CCCCSC.O", "e_homo_ev": -8.4, "elements": ["C", "C", "C", "C", "S", "C", "H", "H", "H", "H", "H", "H", "H", "H", "H", "H", "H", "H", "O", "H", "H"], "coordinates": [[-2.04454, 1.61858, 1.32498], [-1.07527, 0.42359, 1.27345], [-0.08421, 0.56941, 0.11876], [1.20160, -0.23030, 0.20123], [0.83034, -2.01395, 0.43514], [1.30090, -2.76845, -1.15505], [-1.56757, 2.52534, 1.69411], [-2.85663, 1.37158, 1.99417], [-2.51845, 1.82085, 0.35968], [-0.56730, 0.47531, 2.23647], [-1.64558, -0.49832, 1.23830], [-0.62826, 0.22701, -0.72628], [0.13940, 1.63188, -0.01264], [1.77181, -0.04535, 1.11090], [1.75918, 0.04652, -0.68645], [0.38238, -3.12776, -1.62377], [1.78760, -2.05235, -1.81199], [1.94181, -3.62748, -0.99808], [-0.85834, 3.39269, -2.20076], [-0.90736, 4.33694, -2.33724], [-1.04361, 3.17762, -1.27866]], "nbo_charge": [-0.605, -0.401, -0.408, -0.505, 0.151, -0.734, 0.199, 0.212, 0.194, 0.192, 0.213, 0.205, 0.190, 0.216, 0.224, 0.215, 0.221, 0.220, -0.947, 0.473, 0.475]}


{"formula": "C19H19BBr2F3N3NiSi", "method": "wB97M-V/def2-TZVPD", "gap_ha": [0.202, 0.302], "spin_multiplicity": 3, "lumo_ha": [0.01340, 0.00712], "e_homo_ev": [-5.1, -8.0], "elements": ["Ni", "Br", "C", "C", "C", "N", "C", "C", "C", "C", "C", "Br", "C", "C", "N", "H", "H", "H", "H", "H", "H", "C", "Si", "C", "C", "N", "C", "C", "C", "C", "C", "C", "F", "H", "H", "H", "H", "H", "H", "H", "H", "H", "H", "H", "H", "H", "F", "B", "F"], "coordinates": [[0.75209, -0.54727, -0.41555], [7.32509, 0.19861, -0.47741], [5.44348, -0.04729, -0.54334], [4.92556, -1.35399, -0.61702], [3.55567, -1.47278, -0.66900], [2.71207, -0.44063, -0.63483], [3.21386, 0.83996, -0.52505], [4.61833, 1.03481, -0.50408], [2.26046, 1.88224, -0.39626], [2.59016, 3.26210, -0.36084], [1.60275, 4.17767, -0.16807], [2.00981, 6.03223, -0.14990], [0.26537, 3.77475, 0.01578], [0.01326, 2.42445, -0.05779], [0.93899, 1.49355, -0.28505], [5.57018, -2.21858, -0.63011], [3.10469, -2.45534, -0.75610], [5.02725, 2.03165, -0.43604], [3.61492, 3.57791, -0.48679], [-0.51839, 4.49095, 0.20732], [-1.00183, 2.06555, 0.08044], [-0.79696, -0.67231, -2.69357], [-2.11942, -1.00140, -1.38896], [-3.14636, -2.50060, -1.87893], [-3.11837, 0.56460, -1.08511], [-1.32196, -1.49758, 0.16461], [-1.79428, -1.08743, 1.46356], [-3.15894, -1.08826, 1.73443], [-3.64855, -0.71911, 2.97694], [-2.78822, -0.35833, 3.99664], [-1.42164, -0.36445, 3.77211], [-0.95566, -0.72125, 2.52734], [0.37420, -0.73840, 2.36469], [-1.12926, 0.06911, -3.42258], [-0.53326, -1.58208, -3.23359], [0.13355, -0.27771, -2.24092], [-3.62340, -2.36250, -2.85115], [-3.93072, -2.71512, -1.15002], [-2.50227, -3.38036, -1.94723], [-4.09044, 0.48479, -1.57631], [-2.60188, 1.42020, -1.52168], [-3.29254, 0.77127, -0.02928], [-3.84630, -1.38252, 0.95075], [-4.71701, -0.72443, 3.14645], [-3.17424, -0.08815, 4.96966], [-0.70780, -0.10445, 4.54137], [-0.06285, -3.32952, 1.14296], [-0.33959, -2.52927, 0.11769], [0.29037, -2.83531, -1.04019]], "nbo_charge": [0.821, 0.052, -0.048, -0.366, 0.088, -0.619, 0.115, -0.261, 0.102, -0.259, -0.050, 0.051, -0.371, 0.081, -0.617, 0.232, 0.197, 0.225, 0.226, 0.230, 0.187, -1.130, 1.797, -1.134, -1.144, -1.124, 0.057, -0.210, -0.221, -0.190, -0.285, 0.445, -0.319, 0.255, 0.252, 0.226, 0.248, 0.239, 0.245, 0.251, 0.253, 0.254, 0.217, 0.221, 0.223, 0.239, -0.470, 1.269, -0.481]}


Question: Number 3 is which compound?
Answer: C5H14OS